This record from the OMol25 dataset describes 2 unconnected molecules or ions with the total composition CH2F2N2O. The level of theory is the ωB97M-V functional and the def2-TZVPD basis.

Values from the calculation:
- LUMO (spin up / spin down): -1.42 / -0.67 eV
- Energy above the lowest of the compared OMol25 structures with the same formula, charge and spin: 3.836 eV

The geometry in ORCA input format:
```
! RIJCOSX wB97M-V def2-TZVPD def2/J DEFGRID3
* xyz 0 1
C 1.236 0.097 0.114
N 0.438 1.196 0.063
N -2.247 -0.295 0.335
O 1.317 0.955 -0.974
F 2.290 -0.062 0.901
F 0.892 -1.139 -0.176
H -1.391 -0.862 0.349
H -2.536 0.109 -0.612
*
```

=====

This record from the OMol25 dataset describes C6H9OP in the gas phase. The level of theory is the ωB97M-V functional and the def2-TZVPD basis.

Values from the calculation:
- SMILES: CP1C=C[C@]2(C)O[C@H]12
- LUMO: 0.40 eV
- Energy above the lowest of the compared OMol25 structures with the same formula, charge and spin: 1.611 eV

The geometry in ORCA input format:
```
! RIJCOSX wB97M-V def2-TZVPD def2/J DEFGRID3
* xyz 0 1
C -2.325 0.942 0.598
P -1.684 -0.824 0.322
C -0.972 -0.797 -1.248
C 0.488 -0.611 -1.397
C 1.051 -0.559 -0.090
C 2.349 0.332 0.069
O 0.904 -1.735 0.658
C 0.065 -0.760 1.056
H -1.738 1.388 1.441
H -3.384 0.884 0.849
H -2.219 1.412 -0.394
H -1.756 -0.882 -2.050
H 0.942 -0.260 -2.291
H 1.925 1.323 -0.213
H 3.269 -0.091 -0.388
H 2.767 0.419 1.156
H 0.317 -0.182 1.922
*
```

=====

This record from the OMol25 dataset describes 7 unconnected molecules or ions with the total composition C42H98N6O5S. The level of theory is the ωB97M-V functional and the def2-TZVPD basis.

Values from the calculation:
- SMILES: O=C(O)CC[C@]1(S)COC(=O)O1.CCN(CC)CC.CCN(CC)CC.CCN(CC)CC.CCN(CC)CC.CCN(CC)CC.CCN(CC)CC
- LUMO: 0.09 eV

The geometry in ORCA input format:
```
! RIJCOSX wB97M-V def2-TZVPD def2/J DEFGRID3
* xyz 0 1
O 6.711 1.892 4.418
C 7.046 2.420 3.229
O 8.284 1.943 2.530
C 6.209 3.609 2.457
C 4.706 3.887 3.071
C 3.563 2.812 2.592
S 2.565 3.680 1.257
C 2.641 2.033 3.702
O 2.195 0.779 3.017
C 3.100 0.636 1.856
O 3.072 -0.212 0.815
O 4.195 1.623 1.961
H 7.899 1.525 1.681
H 6.105 3.428 1.290
H 6.816 4.618 2.601
H 4.751 4.052 4.245
H 4.368 4.944 2.629
H 3.130 3.431 -0.003
H 1.643 2.675 3.794
H 3.149 1.911 4.749
C -0.611 0.524 1.194
C -1.705 -0.410 1.701
N -1.940 -1.575 0.844
C -3.162 -2.309 1.186
C -3.220 -2.985 2.553
C -0.773 -2.412 0.555
C -0.030 -3.025 1.739
H -0.816 0.859 0.171
H -0.556 1.413 1.832
H 0.375 0.049 1.215
H -2.628 0.183 1.748
H -1.470 -0.704 2.730
H -3.365 -3.060 0.413
H -4.006 -1.609 1.120
H -2.618 -3.893 2.581
H -4.254 -3.284 2.769
H -2.899 -2.323 3.362
H -0.056 -1.816 -0.023
H -1.062 -3.217 -0.133
H 0.120 -2.314 2.555
H 0.961 -3.360 1.415
H -0.549 -3.902 2.130
C -3.960 1.787 -1.607
C -3.615 1.616 -3.083
N -2.329 0.955 -3.324
C -1.885 1.044 -4.718
C -2.731 0.341 -5.775
C -2.147 -0.355 -2.695
C -3.146 -1.453 -3.046
H -3.169 2.324 -1.073
H -4.885 2.366 -1.506
H -4.125 0.825 -1.111
H -3.579 2.625 -3.516
H -4.439 1.092 -3.580
H -0.852 0.681 -4.795
H -1.825 2.107 -4.986
H -2.588 -0.740 -5.754
H -2.426 0.681 -6.772
H -3.798 0.558 -5.670
H -2.160 -0.219 -1.607
H -1.134 -0.723 -2.903
H -4.179 -1.098 -3.047
H -3.081 -2.257 -2.304
H -2.929 -1.901 -4.017
C 1.923 10.401 4.323
C 2.431 9.563 3.154
N 1.675 8.327 2.932
C 2.331 7.408 1.998
C 2.494 7.868 0.552
C 0.230 8.476 2.746
C -0.249 9.359 1.598
H 1.898 9.817 5.250
H 2.587 11.257 4.484
H 0.921 10.801 4.136
H 3.472 9.302 3.383
H 2.456 10.190 2.256
H 1.805 6.445 2.004
H 3.330 7.180 2.393
H 1.552 7.819 0.004
H 3.196 7.202 0.034
H 2.894 8.883 0.477
H -0.198 8.868 3.676
H -0.229 7.485 2.641
H 0.310 10.295 1.525
H -1.301 9.621 1.752
H -0.189 8.841 0.639
C -3.278 -3.339 6.246
C -3.949 -3.052 7.585
N -4.498 -1.698 7.700
C -4.888 -1.347 9.069
C -6.031 -2.137 9.702
C -5.445 -1.293 6.660
C -6.703 -2.137 6.479
H -2.491 -2.608 6.030
H -2.815 -4.332 6.266
H -3.995 -3.334 5.418
H -3.180 -3.187 8.357
H -4.713 -3.816 7.768
H -5.132 -0.278 9.115
H -4.005 -1.458 9.712
H -7.000 -1.836 9.303
H -6.057 -1.939 10.781
H -5.916 -3.216 9.573
H -4.913 -1.267 5.701
H -5.744 -0.249 6.824
H -6.496 -3.210 6.502
H -7.156 -1.916 5.506
H -7.454 -1.909 7.237
C 0.279 -4.006 -5.368
C -0.030 -4.586 -6.744
N -1.237 -5.417 -6.786
C -1.369 -6.182 -8.029
C -1.558 -5.398 -9.325
C -2.471 -4.790 -6.307
C -2.933 -3.513 -7.002
H 0.353 -4.796 -4.611
H 1.237 -3.476 -5.393
H -0.481 -3.286 -5.046
H 0.832 -5.204 -7.026
H -0.078 -3.766 -7.470
H -2.193 -6.900 -7.929
H -0.472 -6.805 -8.140
H -2.570 -5.001 -9.413
H -1.405 -6.067 -10.181
H -0.845 -4.575 -9.424
H -2.354 -4.572 -5.239
H -3.289 -5.523 -6.338
H -2.115 -2.811 -7.179
H -3.670 -3.001 -6.373
H -3.424 -3.727 -7.953
C 3.427 -2.078 -1.729
C 4.112 -3.226 -2.462
N 4.659 -2.858 -3.771
C 5.063 -4.015 -4.576
C 6.214 -4.871 -4.054
C 5.594 -1.732 -3.789
C 6.852 -1.842 -2.932
H 2.637 -1.630 -2.341
H 2.967 -2.447 -0.806
H 4.136 -1.293 -1.445
H 3.352 -4.006 -2.605
H 4.880 -3.655 -1.809
H 5.304 -3.684 -5.594
H 4.187 -4.666 -4.696
H 7.178 -4.382 -4.196
H 6.251 -5.813 -4.614
H 6.100 -5.126 -2.997
H 5.052 -0.829 -3.480
H 5.892 -1.519 -4.824
H 6.648 -2.238 -1.935
H 7.294 -0.848 -2.802
H 7.610 -2.465 -3.409
*
```

=====

This record from the OMol25 dataset describes a molecular structure, H14NaO7. The level of theory is the ωB97M-V functional and the def2-TZVPD basis.

Values from the calculation:
- LUMO: -3.10 eV
- Energy above the lowest of the compared OMol25 structures with the same formula, charge and spin: 0.401 eV

The geometry in ORCA input format:
```
! RIJCOSX wB97M-V def2-TZVPD def2/J DEFGRID3
* xyz 1 1
Na -0.132 0.025 -0.272
O -1.175 1.938 -1.536
H -0.716 2.676 -1.950
H -1.756 2.329 -0.872
O 1.704 1.651 -0.202
H 2.642 1.703 0.004
H 1.473 2.515 -0.559
O -2.270 -1.346 -0.312
H -2.806 -1.563 0.458
H -2.448 -2.057 -0.936
O -1.815 1.769 1.472
H -2.399 1.260 2.045
H -2.059 2.685 1.649
O 0.041 -0.975 1.850
H -0.307 -0.454 2.581
H 0.511 -1.705 2.267
O 3.038 -1.141 0.329
H 3.496 -0.713 -0.400
H 2.394 -1.722 -0.095
O 0.947 -2.063 -1.531
H 0.104 -2.483 -1.738
H 1.532 -2.329 -2.251
*
```

=====

This record from the OMol25 dataset describes 7 unconnected molecules or ions with the total composition C15H28Cl12O3. The level of theory is the ωB97M-V functional and the def2-TZVPD basis.

Values from the calculation:
- SMILES: O=C1OCCO1.ClCCCl.ClCCCl.ClCCCl.ClCCCl.ClCCCl.ClCCCl
- LUMO: 0.16 eV
- Energy above the lowest of the compared OMol25 structures with the same formula, charge and spin: 0.000 eV

The geometry in ORCA input format:
```
! RIJCOSX wB97M-V def2-TZVPD def2/J DEFGRID3
* xyz 0 1
O 1.759 1.501 6.349
C 1.365 1.974 5.340
O 1.736 3.192 4.861
C 1.187 3.379 3.560
C 0.086 2.311 3.495
O 0.514 1.365 4.474
H 0.758 4.375 3.480
H 1.948 3.201 2.802
H 0.089 1.833 2.516
H -0.925 2.656 3.703
Cl 3.966 -4.265 1.923
C 2.492 -4.509 2.906
C 2.788 -4.692 4.370
Cl 3.549 -3.220 5.067
H 1.975 -5.386 2.518
H 1.877 -3.631 2.723
H 3.534 -5.458 4.549
H 1.851 -4.862 4.893
Cl 0.778 2.497 -1.941
C 1.268 4.099 -2.548
C 0.299 4.591 -3.593
Cl -1.336 4.826 -2.924
H 2.240 3.950 -3.014
H 1.359 4.797 -1.721
H 0.244 3.880 -4.413
H 0.594 5.569 -3.962
Cl -2.095 1.155 0.517
C -3.468 2.308 0.475
C -3.594 3.038 1.770
Cl -2.433 4.409 1.820
H -4.354 1.715 0.250
H -3.306 2.947 -0.388
H -3.403 2.412 2.637
H -4.584 3.469 1.912
Cl 2.049 -2.307 -2.100
C 0.969 -0.994 -1.634
C 1.224 -0.494 -0.229
Cl 0.740 -1.758 0.954
H -0.050 -1.369 -1.692
H 1.068 -0.133 -2.293
H 0.527 0.319 -0.041
H 2.266 -0.244 -0.066
Cl 0.977 -1.161 -5.018
C -0.572 -0.799 -5.815
C -0.462 -0.163 -7.192
Cl 0.831 -0.830 -8.203
H -1.118 -0.127 -5.157
H -1.104 -1.746 -5.870
H -0.257 0.901 -7.089
H -1.416 -0.288 -7.698
Cl -1.539 -5.431 2.401
C -1.197 -4.686 0.810
C -2.371 -3.816 0.408
Cl -2.143 -3.231 -1.278
H -1.098 -5.498 0.096
H -0.261 -4.147 0.904
H -2.570 -2.964 1.048
H -3.246 -4.460 0.344
*
```

=====

This record from the OMol25 dataset describes a molecular structure, C17H21BN6V. The level of theory is the ωB97M-V functional and the def2-TZVPD basis.

Values from the calculation:
- LUMO (spin up / spin down): -7.96 / -10.30 eV
- Energy above the lowest of the compared OMol25 structures with the same formula, charge and spin: 5.128 eV

The geometry in ORCA input format:
```
! RIJCOSX wB97M-V def2-TZVPD def2/J DEFGRID3
* xyz 2 4
C -0.977 2.204 -0.522
N 0.035 1.371 -0.145
N 1.080 1.546 -1.056
C 0.786 2.601 -1.838
C -0.498 3.030 -1.536
B 2.385 0.720 -1.189
N 2.884 0.719 0.324
N 2.065 0.768 1.468
C 2.867 0.981 2.540
C 4.183 1.143 2.093
C 4.147 1.042 0.711
V 0.049 0.707 1.695
N 2.218 -0.509 -2.364
N 1.525 -1.687 -2.149
C 1.251 -2.277 -3.305
C 1.973 -1.617 -4.321
C 2.560 -0.508 -3.701
H 0.550 -3.109 -3.360
H 3.192 0.240 -4.151
H 2.004 -1.941 -5.337
H 3.229 1.405 -1.766
H 4.930 1.205 -0.022
H 1.517 2.980 -2.543
H 5.052 1.317 2.703
H -1.022 3.835 -2.016
H 2.462 0.983 3.542
H -1.984 2.088 -0.144
H 0.119 -0.620 0.293
C 0.236 -1.235 1.226
H 1.179 -1.754 1.071
H 0.298 -0.722 2.258
H -0.574 -1.961 1.198
C -2.050 0.757 2.292
C -2.952 -0.305 1.758
C -2.724 -0.862 0.484
C -3.588 -1.822 -0.050
C -4.727 -2.221 0.664
C -4.937 -1.717 1.956
C -4.051 -0.794 2.511
H -2.470 1.775 2.241
H -1.632 0.541 3.299
H -1.821 -0.580 -0.075
H -3.346 -2.253 -1.024
H -5.433 -2.925 0.218
H -5.802 -2.064 2.524
H -4.187 -0.474 3.547
*
```